w.
Here is one molecule with the formula C5H8ClNO from the Open Molecules 2025 dataset. Energies are from the ωB97M-V functional and the def2-TZVPD basis.

## Properties
Total charge ... 0
Molecular weight ... 133.58 g mol⁻¹

Atoms and positions in Å:
Cl: 1.70176 -0.06921 -2.63508
O: 1.26540 0.13992 0.54272
N: 1.57134 -1.03186 -0.14030
C: -1.23834 -1.04592 -0.37247
C: -2.16917 1.10066 0.33902
C: 2.46099 -0.76866 -1.12725
C: -1.18938 0.05114 0.21227
C: 0.16188 0.21381 1.26324
H: -1.59189 2.03221 0.56892
H: 2.85441 -1.72681 -1.39507
H: -2.54512 1.41036 -0.57809
H: -0.01455 -0.63664 1.94595
H: 3.14404 0.05538 -0.86047
H: -1.22123 -2.07997 -0.45668
H: -0.07930 1.17554 1.74699
H: -3.11086 1.18004 0.94631

---

x.
Here is one molecule with the formula C5H8ClNO from the Open Molecules 2025 dataset. Energies are from the ωB97M-V functional and the def2-TZVPD basis.

## Properties
SMILES string ... O[C@H]1[C@@H]2NC[C@H](Cl)[C@H]12
Total charge ... 0
Molecular weight ... 133.58 g mol⁻¹

Atoms and positions in Å:
Cl: 1.76638 -1.75595 -0.29915
O: -2.37939 -1.51318 -0.16661
N: 0.03245 1.52313 -0.72895
C: 1.29457 1.25450 -0.16539
C: -0.17764 -0.12913 0.90939
C: -1.05144 -0.75101 -0.29464
C: 1.22833 -0.04886 0.54829
C: -1.02207 0.74802 0.04715
H: 1.95845 -0.27621 1.41888
H: -0.28831 -0.70198 1.98065
H: 1.51111 2.11020 0.53456
H: -2.01250 1.01540 0.32422
H: -0.42736 -1.20975 -1.16801
H: -2.25023 -2.46692 -0.34016
H: 1.92035 1.34043 -1.10396
H: -0.10269 0.86131 -1.49625

---

Taking the most stable structure as the zero point, the relative energies in eV are w 3.500; x 0.000.

---

w.
Here is one molecule with the formula C6H4O2 from the Open Molecules 2025 dataset. Energies are from the ωB97M-V functional and the def2-TZVPD basis.

## Properties
SMILES string ... OC#C/C=C\C#CO
Total charge ... 0
Molecular weight ... 108.10 g mol⁻¹

Atoms and positions in Å:
O: -1.88797 1.67855 -0.12532
O: -2.34422 -1.40336 0.02322
C: -0.70508 1.11094 -0.02288
C: 1.56585 0.13929 -0.04566
C: -0.98339 -1.40610 -0.15997
C: 0.55392 1.08036 -0.16973
C: 1.46884 -1.19560 -0.16977
C: 0.17016 -1.72604 -0.18231
H: 2.49172 -1.79896 -0.26035
H: 2.57285 0.64226 -0.05627
H: -2.51311 1.10377 -0.42864
H: -2.79153 -2.18107 -0.30314

---

x.
Here is one molecule with the formula C6H4O2 from the Open Molecules 2025 dataset. Energies are from the ωB97M-V functional and the def2-TZVPD basis.

## Properties
SMILES string ... O=C=Cc1ccco1
Total charge ... 0
Molecular weight ... 108.10 g mol⁻¹

Atoms and positions in Å:
O: 3.66202 -0.14659 0.08436
O: 0.21545 -1.12429 -0.13773
C: 2.63485 0.33012 -0.09972
C: 1.49578 0.93530 -0.13752
C: -1.06487 0.76944 0.01714
C: -1.91041 -0.39909 0.04566
C: 0.20589 0.26340 -0.17837
C: -1.08353 -1.49011 -0.03788
H: 1.32254 1.99679 0.16274
H: -1.10715 -2.57610 0.02335
H: -2.92208 -0.28874 0.14770
H: -1.44848 1.72986 0.11027

---

Taking the most stable structure as the zero point, the relative energies in eV are w 4.566; x 0.000.

---

w.
Here is one molecule with the formula C3H6O2 from the Open Molecules 2025 dataset. Energies are from the ωB97M-V functional and the def2-TZVPD basis.

## Properties
SMILES string ... C=COCO
Total charge ... 0
Molecular weight ... 74.08 g mol⁻¹

Atoms and positions in Å:
O: -0.55538 -0.71822 0.03562
O: -1.34021 1.51753 0.05815
C: 1.55641 -0.97110 -1.07137
C: -1.30779 0.26355 0.69659
C: 0.80108 -0.34008 -0.17558
H: -1.02097 0.36409 1.74987
H: 1.17267 0.46786 0.43870
H: -0.68346 2.07782 0.49951
H: 2.60195 -0.71639 -1.21039
H: -2.36600 -0.17766 0.66111
H: 1.14170 -1.76738 -1.68222

---

x.
Here is one molecule with the formula C3H6O2 from the Open Molecules 2025 dataset. Energies are from the ωB97M-V functional and the def2-TZVPD basis.

## Properties
SMILES string ... CO[C@H]1CO1
Total charge ... 0
Molecular weight ... 74.08 g mol⁻¹

Atoms and positions in Å:
O: -0.53139 0.42504 -0.45387
O: 2.29173 0.02835 -0.20954
C: 1.43939 -0.91758 -0.75329
C: 0.59319 -0.11389 0.07467
C: -1.58172 0.78922 0.45309
H: 1.28208 -0.79163 -1.83049
H: -2.12151 -0.09457 0.83267
H: -2.28487 1.39890 -0.11997
H: 0.62932 -0.13080 1.15676
H: 1.47111 -1.95657 -0.44469
H: -1.18732 1.36353 1.29467

---

y.
Here is one molecule with the formula C3H6O2 from the Open Molecules 2025 dataset. Energies are from the ωB97M-V functional and the def2-TZVPD basis.

## Properties
SMILES string ... C=C(O)CO
Total charge ... 0
Molecular weight ... 74.08 g mol⁻¹

Atoms and positions in Å:
O: 2.09396 0.32598 0.32804
O: -0.28114 0.97479 1.10254
C: -0.33134 0.04868 0.10139
C: -1.45748 -0.47365 -0.37791
C: 1.06246 -0.28656 -0.40266
H: -2.43141 -0.20512 0.02351
H: -1.18112 1.23134 1.34558
H: 1.68643 0.95347 0.93941
H: 1.19513 -1.37481 -0.36008
H: -1.43430 -1.18452 -1.19707
H: 1.12367 0.00579 -1.46090

---

Taking the most stable structure as the zero point, the relative energies in eV are w 0.414; x 2.145; y 0.000.

---

w.
Here is a 2-piece molecular cluster, C3H6O2 overall from the Open Molecules 2025 dataset. Energies are from the ωB97M-V functional and the def2-TZVPD basis.

## Properties
SMILES string ... C=CO.C=O
Total charge ... 0
Molecular weight ... 74.08 g mol⁻¹

Atoms and positions in Å:
O: 0.75997 -1.40717 0.22377
O: 0.89438 1.57893 -0.12698
C: -1.36789 0.70086 -0.00304
C: 0.13337 -2.23327 -0.45670
C: -0.41599 1.52715 0.41240
H: -0.42156 -1.93341 -1.38855
H: -1.37281 -0.05922 -0.86257
H: 0.25380 -3.27066 -0.13770
H: 1.26975 0.80582 0.45634
H: -2.24068 0.63223 0.51623
H: -0.82029 2.48274 0.92597

---

x.
Here is a 2-piece molecular cluster, C3H6O2 overall from the Open Molecules 2025 dataset. Energies are from the ωB97M-V functional and the def2-TZVPD basis.

## Properties
Total charge ... 0
Molecular weight ... 74.08 g mol⁻¹

Atoms and positions in Å:
O: 1.39959 0.79358 -0.55455
O: -0.39017 0.33446 0.16129
C: 1.17539 -1.40958 -0.02619
C: 1.43358 -0.40891 -0.94926
C: -1.49636 1.03111 0.61864
H: 1.42138 -0.63678 -2.02421
H: -1.92942 1.67809 -0.15898
H: 1.21447 -1.18177 1.03113
H: -2.26252 0.27775 0.87243
H: -1.29545 1.61834 1.52770
H: 0.97681 -2.43009 -0.34105

---

Taking the most stable structure as the zero point, the relative energies in eV are w 0.000; x 2.392.

---

w.
Here is one molecule with the formula C3H6O2 from the Open Molecules 2025 dataset. Energies are from the ωB97M-V functional and the def2-TZVPD basis.

## Properties
SMILES string ... C=COOC
Total charge ... 0
Molecular weight ... 74.08 g mol⁻¹

Atoms and positions in Å:
O: -0.40645 -0.08544 -1.08068
O: 0.57348 0.07802 0.01819
C: -1.56898 -0.88102 0.78488
C: 1.83439 0.58994 -0.31763
C: -1.56327 -0.15520 -0.32730
H: 1.80022 1.50329 -0.91802
H: -0.72960 -1.53806 0.98929
H: -2.30679 -0.73998 1.56067
H: -2.34477 0.54260 -0.63103
H: 2.21540 0.84842 0.68144
H: 2.49636 -0.16256 -0.75983

---

x.
Here is one molecule with the formula C3H6O2 from the Open Molecules 2025 dataset. Energies are from the ωB97M-V functional and the def2-TZVPD basis.

## Properties
SMILES string ... C[C@H](O)C=O
Total charge ... 0
Molecular weight ... 74.08 g mol⁻¹

Atoms and positions in Å:
O: 0.08184 0.24191 -1.61152
O: 1.56744 -0.77054 1.51103
C: 0.23974 0.32613 -0.16834
C: 1.33219 -0.67642 0.27198
C: -1.11398 0.03804 0.50164
H: -1.07493 0.14786 1.67665
H: -1.88536 0.70539 0.10486
H: 1.58218 -1.50900 -0.65154
H: 0.63414 1.38563 0.12558
H: -1.17558 -1.10628 0.33856
H: -0.18768 1.21727 -2.09891

---

Taking the most stable structure as the zero point, the relative energies in eV are w 2.211; x 0.000.

---

w.
Here is a 2-piece molecular cluster, C3H6O2 overall from the Open Molecules 2025 dataset. Energies are from the ωB97M-V functional and the def2-TZVPD basis.

## Properties
SMILES string ... O=C[C@@H]1CO1.[H][H]
Total charge ... 0
Molecular weight ... 74.08 g mol⁻¹

Atoms and positions in Å:
O: 1.05795 -1.23127 1.15635
O: -1.42038 1.05133 -0.04037
C: -0.26733 0.23502 -0.17164
C: 0.26967 -0.31817 1.10677
C: -0.20262 1.69322 -0.34915
H: -0.09567 0.19668 2.02018
H: 0.57007 -2.68324 -0.62333
H: -0.22959 -0.42160 -1.03994
H: 0.21115 2.31624 0.44447
H: 0.22153 -3.00926 -1.19506
H: -0.10601 2.08802 -1.35874

---

x.
Here is one molecule with the formula C3H6O2 from the Open Molecules 2025 dataset. Energies are from the ωB97M-V functional and the def2-TZVPD basis.

## Properties
SMILES string ... C[C@@H](O)C=O
Total charge ... 0
Molecular weight ... 74.08 g mol⁻¹

Atoms and positions in Å:
O: -1.93647 -0.68436 -0.54667
O: -0.22066 1.24495 -0.91442
C: -0.05724 0.46756 0.29445
C: 1.23822 -0.30964 0.03026
C: -1.25181 -0.44454 0.42266
H: 1.24201 0.23103 -0.96421
H: -0.78949 0.71065 -1.49882
H: 2.08151 -0.07233 0.69542
H: 0.02359 1.16888 1.13064
H: -1.46585 -0.91026 1.40352
H: 1.13620 -1.40193 -0.05282

---

y.
Here is a 2-piece molecular cluster, C3H6O2 overall from the Open Molecules 2025 dataset. Energies are from the ωB97M-V functional and the def2-TZVPD basis.

## Properties
Total charge ... 0
Molecular weight ... 74.08 g mol⁻¹

Atoms and positions in Å:
O: 0.90510 -0.26122 1.92241
O: -1.09087 0.74677 1.55838
C: -0.68649 -0.56980 -2.09471
C: 0.19631 0.56343 1.15671
C: 0.28900 -0.28503 -1.30226
H: 0.66567 1.49462 0.99540
H: -1.21843 0.62925 2.56901
H: 1.84622 -0.33557 1.70110
H: -0.36094 -0.91800 -3.13855
H: -1.76231 -0.38357 -2.03270
H: 1.21673 -0.68087 -1.33480

---

Taking the most stable structure as the zero point, the relative energies in eV are w 1.360; x 0.000; y 3.930.